Computed, not measured: a 2-piece molecular cluster, C4H15N2O2 overall in a non-equilibrium geometry, with ωB97M-V/def2-TZVPD.

```
23
Properties=species:S:1:pos:R:3:forces:R:3:nbo_charge:R:1
O 1.5931 -1.6944 2.0572 -0.1 0.5 -0.7 -0.686
O 1.0426 2.9635 1.4423 -0.2 0.3 -0.6 -0.952
N -2.0381 0.7348 -0.8619 -0.5 0.2 0.0 -0.684
N -0.9369 -1.0359 0.8849 0.4 0.5 -0.1 -0.894
C 0.3522 -0.6219 0.2423 -0.7 0.1 1.0 -0.088
C 1.4948 -1.5890 0.6499 -0.3 -1.2 -0.9 -0.085
C -0.9528 0.3803 -1.8500 0.3 1.2 0.2 -0.211
C 0.0804 -0.5306 -1.2532 2.7 -2.3 -0.6 -0.475
H -0.8617 -0.8525 1.8805 -0.1 -0.3 0.0 0.394
H 1.9117 3.2529 1.7320 0.2 -0.1 0.2 0.484
H -0.0039 -1.5758 -1.5939 -1.1 0.1 0.2 0.233
H -1.7026 1.3590 -0.1225 0.2 0.0 -0.2 0.441
H -2.3577 -0.0833 -0.3239 0.3 -0.3 0.0 0.477
H 1.3132 -2.6129 0.2618 -0.4 0.4 0.3 0.183
H -0.5051 1.3502 -2.1050 -0.1 -0.2 0.0 0.224
H 1.0876 -0.4436 -1.7220 -0.6 1.1 0.0 0.258
H -1.4302 0.0115 -2.7578 0.1 -0.2 0.2 0.241
H -1.0738 -2.0359 0.7560 0.1 0.0 0.2 0.378
H 2.4604 -1.3594 0.1973 0.1 0.6 0.0 0.183
H 0.7943 3.6640 0.8179 0.0 -0.2 0.3 0.471
H 1.9113 -0.8234 2.3015 0.2 0.1 0.7 0.465
H -2.8222 1.1949 -1.3272 0.1 0.0 0.0 0.436
H 0.6434 0.3473 0.6940 -0.3 -0.1 -0.4 0.208
```
Forces are in eV/Å.

**Energy**: -421.1418 a.u.
**Highest occupied orbital energy**: -13.5 eV
**HOMO-LUMO gap**: 0.37635 hartree
**LUMO level**: -0.1209 Ha
**Charge**: +1